1.
Below is one molecule with the formula C6H12O, with properties calculated with ωB97M-V/def2-TZVPD.

For the total energy, the calculation gives -310.96466 a.u. The highest occupied orbital energy is -8.448 eV. As for the energy relative to the best compared isomer or geometry (same formula, charge and spin): 59.4 kcal/mol. The calculation puts the HOMO-LUMO gap at 0.347 hartree.

Structure (ORCA input):
```
! RIJCOSX wB97M-V def2-TZVPD def2/J DEFGRID3
* xyz 0 1
C -0.55826 2.49393 0.08351
C -1.00309 1.06002 0.35546
C 0.11230 0.03062 0.11976
C -0.34628 -1.37925 0.51665
C 0.74773 -2.43064 0.35062
C 0.31786 -0.00351 -1.34784
O 1.53758 0.37559 -1.67631
H -1.35997 3.20062 0.32076
H 0.31644 2.74809 0.69275
H -0.28639 2.63636 -0.96970
H -1.33003 0.95882 1.39600
H -1.86089 0.81215 -0.28435
H 1.01838 0.30894 0.68153
H -1.21824 -1.64817 -0.09461
H -0.67470 -1.34278 1.56127
H 0.40486 -3.41082 0.69847
H 1.64124 -2.16211 0.92715
H 1.04452 -2.52930 -0.70092
H 1.49693 0.28144 -2.63021
*
```

---

2.
Below is C6H12O as an isolated structure, with properties calculated with ωB97M-V/def2-TZVPD.

For the total energy, the calculation gives -310.90580 a.u. The highest occupied orbital energy is -8.085 eV. As for the energy relative to the best compared isomer or geometry (same formula, charge and spin): 96.3 kcal/mol. The calculation puts the HOMO-LUMO gap at 0.329 hartree.

Structure (ORCA input):
```
! RIJCOSX wB97M-V def2-TZVPD def2/J DEFGRID3
* xyz 0 1
C -2.21267 0.01225 0.82047
C -1.21059 0.96478 0.17455
C -0.65444 0.47671 -1.15100
C 0.79435 0.76405 -1.29896
C 0.77905 -0.67535 -0.79814
C 1.31904 -0.97003 0.58656
O 2.72491 -0.84644 0.64456
H -2.96688 -0.29879 0.09132
H -2.71706 0.47636 1.67407
H -1.70986 -0.89238 1.18808
H -0.45491 1.28287 0.91523
H -1.73224 1.88785 -0.12045
H -0.39450 -0.91117 -0.90688
H 1.19162 0.89895 -2.30508
H 1.24443 1.46639 -0.58497
H 1.12507 -1.37380 -1.56286
H 0.82861 -0.32744 1.33130
H 1.10253 -2.00850 0.85416
H 2.94354 0.07368 0.44805
*
```

---

3.
Below is a 2-piece molecular cluster, C6H12O overall, with properties calculated with ωB97M-V/def2-TZVPD.

For the total energy, the calculation gives -310.97771 a.u. The highest occupied orbital energy is -9.224 eV. As for the energy relative to the best compared isomer or geometry (same formula, charge and spin): 51.2 kcal/mol. The calculation puts the HOMO-LUMO gap at 0.373 hartree. The SMILES is C[C@@H]1[C@@H]2C[C@@]12C.O.

Structure (ORCA input):
```
! RIJCOSX wB97M-V def2-TZVPD def2/J DEFGRID3
* xyz 0 1
C 0.03827 0.41458 1.88462
C 0.12725 -0.42679 0.62571
C 0.44855 0.11900 -0.73957
C -0.77356 0.95902 -0.95679
C -0.89659 -0.44237 -0.46032
C -1.60959 -1.61453 -1.05813
H -0.67583 -0.03467 2.58368
H -0.29636 1.43578 1.67815
H 1.01342 0.47971 2.37842
H 0.55407 -1.41794 0.80799
H 1.16868 -0.22798 -1.47086
H -0.97965 1.81474 -0.31139
H -1.06658 1.11860 -1.99460
H -1.01286 -2.52690 -0.94089
H -2.57692 -1.78499 -0.57257
H -1.79386 -1.46160 -2.12728
O 3.07020 1.36105 0.29858
H 2.11658 1.36149 0.14214
H 3.34637 0.49935 -0.03243
*
```

---

4.
Below is one molecule with the formula C6H12O, with properties calculated with ωB97M-V/def2-TZVPD.

For the total energy, the calculation gives -311.00955 a.u. The highest occupied orbital energy is -9.446 eV. As for the energy relative to the best compared isomer or geometry (same formula, charge and spin): 31.2 kcal/mol. The calculation puts the HOMO-LUMO gap at 0.382 hartree. The SMILES is CCC[C@H]1C[C@H]1O.

Structure (ORCA input):
```
! RIJCOSX wB97M-V def2-TZVPD def2/J DEFGRID3
* xyz 0 1
C -2.62001 0.35637 -0.34818
C -1.20856 0.45384 0.21971
C -0.38944 -0.83716 0.27011
C 0.97893 -0.42197 0.76464
C 2.31960 -0.88862 0.23582
C 1.81202 0.46445 -0.11853
O 1.47297 0.59288 -1.47425
H -2.61960 -0.12820 -1.33139
H -3.31851 -0.19694 0.29316
H -3.03105 1.36261 -0.47471
H -1.23268 0.89246 1.22573
H -0.63004 1.16516 -0.37493
H -0.32954 -1.29532 -0.72530
H -0.85797 -1.56661 0.94592
H 0.98360 -0.16574 1.82681
H 2.34664 -1.57842 -0.60501
H 3.14435 -0.96377 0.93979
H 2.24048 1.36491 0.31018
H 0.93882 1.39007 -1.57957
*
```

---

5.
Below is one molecule with the formula C6H12O, with properties calculated with ωB97M-V/def2-TZVPD.

For the total energy, the calculation gives -311.00550 a.u. The highest occupied orbital energy is -9.739 eV. As for the energy relative to the best compared isomer or geometry (same formula, charge and spin): 33.7 kcal/mol. The calculation puts the HOMO-LUMO gap at 0.402 hartree. The SMILES is CCOCC1CC1.

Structure (ORCA input):
```
! RIJCOSX wB97M-V def2-TZVPD def2/J DEFGRID3
* xyz 0 1
C -2.82215 0.77402 -1.10413
C -1.70274 1.20490 -0.17637
O -0.74305 0.17649 -0.16530
C 0.42508 0.49044 0.55556
C 1.21108 -0.77879 0.72567
C 2.71235 -0.75947 0.74905
C 1.98400 -1.31375 -0.44237
H -3.60323 1.53844 -1.16225
H -2.42513 0.59783 -2.10837
H -3.26884 -0.15886 -0.74679
H -2.08291 1.38157 0.84476
H -1.25454 2.15147 -0.52369
H 1.02415 1.24486 0.01313
H 0.16734 0.92447 1.53699
H 0.72114 -1.51397 1.36031
H 3.21896 0.19613 0.63771
H 3.21702 -1.45545 1.41312
H 1.97634 -0.72389 -1.35533
H 1.99030 -2.38742 -0.60400
*
```

---

6.
Below is one molecule with the formula C6H12O, with properties calculated with ωB97M-V/def2-TZVPD.

For the total energy, the calculation gives -310.99372 a.u. The highest occupied orbital energy is -9.117 eV. As for the energy relative to the best compared isomer or geometry (same formula, charge and spin): 41.1 kcal/mol. The calculation puts the HOMO-LUMO gap at 0.370 hartree. The SMILES is C/C=C/CCCO.

Structure (ORCA input):
```
! RIJCOSX wB97M-V def2-TZVPD def2/J DEFGRID3
* xyz 0 1
C -3.04279 0.57833 0.39088
C -1.96647 -0.43120 0.10758
C -0.78031 -0.06616 -0.37137
C 0.45938 -0.96699 -0.46878
C 1.47580 -0.67355 0.66708
C 2.29324 0.50243 0.15960
O 2.99796 0.24212 -1.09135
H -3.99290 0.18380 0.75647
H -3.22197 1.10678 -0.55279
H -2.79017 1.33791 1.12572
H -2.14532 -1.40723 0.56306
H -0.73201 0.85998 -0.94374
H 0.80122 -0.58499 -1.42366
H 0.14624 -1.99864 -0.59061
H 2.18464 -1.48687 0.88253
H 0.95937 -0.41551 1.60075
H 2.91596 0.95727 0.92937
H 1.51832 1.25633 -0.07680
H 2.91981 1.00618 -1.66393
*
```

---

7.
Below is C6H12O as an isolated structure, with properties calculated with ωB97M-V/def2-TZVPD.

For the total energy, the calculation gives -310.83943 a.u. The highest occupied orbital energy (alpha / beta) is -7.911 / -7.900 eV. As for the energy relative to the best compared isomer or geometry (same formula, charge and spin): 138.0 kcal/mol. The calculation puts the HOMO-LUMO gap (alpha / beta) at 0.258 / 0.257 hartree.

Structure (ORCA input):
```
! RIJCOSX wB97M-V def2-TZVPD def2/J DEFGRID3
* xyz 0 1
C 2.23860 0.63958 0.24766
C 1.21264 0.85577 -0.81993
O 0.46676 -1.45077 -0.47581
C -0.34792 -1.64825 0.54224
C -1.47202 -0.48921 0.66861
C -2.01638 -0.03537 -0.65967
C -1.13198 0.81170 0.16845
H 3.21297 0.97167 -0.13790
H 2.02647 1.22274 1.14933
H 2.28453 -0.42444 0.48049
H 1.25475 0.18910 -1.67080
H 1.04140 1.90246 -1.09084
H -0.96719 -2.56778 0.47486
H 0.13709 -1.63966 1.54725
H -2.07340 -0.57323 1.56967
H -1.53448 -0.54643 -1.49577
H -3.05092 0.26507 -0.80223
H 0.01374 0.72009 -0.28359
H -1.29466 1.79697 0.58795
*
```

---

8.
Below is a 3-piece molecular cluster, C6H12O overall, with properties calculated with ωB97M-V/def2-TZVPD.

For the total energy, the calculation gives -310.88892 a.u. The highest occupied orbital energy is -9.349 eV. As for the energy relative to the best compared isomer or geometry (same formula, charge and spin): 106.9 kcal/mol. The calculation puts the HOMO-LUMO gap at 0.386 hartree. The SMILES is OC1C=C1.[H][H].C=CC.

Structure (ORCA input):
```
! RIJCOSX wB97M-V def2-TZVPD def2/J DEFGRID3
* xyz 0 1
O -0.60956 -0.81251 1.58478
C 0.69387 -1.30566 1.71668
C 1.65776 -1.33152 0.59148
C 1.90171 -0.46124 1.53261
H -0.61237 -0.14534 0.88024
H 0.66737 -2.09914 2.46411
H 1.93145 -1.75217 -0.36675
H 2.52838 0.33755 1.90560
H -1.04844 2.02372 2.22650
H -0.42150 1.63298 2.30608
C -1.04679 1.56973 -0.90723
C -0.26648 0.68793 -1.52994
C -0.76140 -0.53548 -2.24416
H -0.63957 2.45707 -0.43038
H -2.12723 1.44073 -0.86642
H 0.81102 0.85758 -1.54909
H -0.64775 -0.41699 -3.32882
H -1.81834 -0.72065 -2.02962
H -0.19210 -1.42662 -1.95566
*
```

---

9.
Below is a 2-piece molecular cluster, C6H12O overall, with properties calculated with ωB97M-V/def2-TZVPD.

For the total energy, the calculation gives -310.98683 a.u. The highest occupied orbital energy is -9.598 eV. As for the energy relative to the best compared isomer or geometry (same formula, charge and spin): 45.5 kcal/mol. The calculation puts the HOMO-LUMO gap at 0.367 hartree. The SMILES is C/C=C(\C=O)CC.[H][H].

Structure (ORCA input):
```
! RIJCOSX wB97M-V def2-TZVPD def2/J DEFGRID3
* xyz 0 1
C 2.41346 0.22309 -0.14399
C 1.09417 -0.45914 -0.25967
C -0.09734 0.04610 -0.58182
C -0.32705 1.50285 -0.71617
O 0.47300 2.39020 -0.49837
C -1.29277 -0.85213 -0.76490
C -2.08094 -1.02056 0.53518
H 2.94225 -0.21200 -0.98078
H 2.92635 -0.04232 0.79510
H 2.36772 1.31247 -0.22642
H 1.18900 -1.54707 -0.23628
H -1.35161 1.76008 -1.06190
H -0.95728 -1.83211 -1.12154
H -1.94916 -0.44109 -1.54166
H -2.93796 -1.68437 0.38560
H -1.44342 -1.44710 1.31823
H -2.45364 -0.05673 0.90074
H 0.50798 0.99673 2.57663
H 0.86614 1.37646 2.04795
*
```

---

10.
Below is a 3-piece molecular cluster, C6H12O overall, with properties calculated with ωB97M-V/def2-TZVPD.

For the total energy, the calculation gives -310.79166 a.u. The highest occupied orbital energy is -8.507 eV. As for the energy relative to the best compared isomer or geometry (same formula, charge and spin): 167.9 kcal/mol. The calculation puts the HOMO-LUMO gap at 0.314 hartree.

Structure (ORCA input):
```
! RIJCOSX wB97M-V def2-TZVPD def2/J DEFGRID3
* xyz 0 1
C 0.77755 1.14404 1.23921
C -0.23407 1.26984 0.32227
C -1.66816 1.45399 0.75586
C -0.49111 -0.72672 -1.10382
C 0.75243 -1.03071 -1.59911
C 0.09282 -2.00369 -0.63412
O 0.58814 -2.17595 0.64259
H 1.94425 -0.26554 0.21782
H 1.74675 1.60095 1.08787
H 0.52285 0.94252 2.28554
H 0.03721 1.70058 -0.63769
H -1.84783 2.53056 0.89032
H -1.86500 0.97389 1.71972
H -2.39420 1.09249 0.02521
H -1.39264 -0.55745 -1.68047
H 1.03784 -1.04415 -2.65138
H 1.69417 -0.62037 -0.79030
H -0.26865 -2.96008 -1.01006
H 0.96765 -1.32421 0.92052
*
```

---

11.
Below is a 2-piece molecular cluster, C6H12O overall, with properties calculated with ωB97M-V/def2-TZVPD.

For the total energy, the calculation gives -310.96001 a.u. The highest occupied orbital energy is -9.605 eV. As for the energy relative to the best compared isomer or geometry (same formula, charge and spin): 62.3 kcal/mol. The calculation puts the HOMO-LUMO gap at 0.393 hartree. The SMILES is C=C(C)[C@H]1O[C@H]1C.[H][H].

Structure (ORCA input):
```
! RIJCOSX wB97M-V def2-TZVPD def2/J DEFGRID3
* xyz 0 1
C -0.11153 -0.06987 1.81628
C -0.32207 0.67620 0.73267
C 0.34551 2.00173 0.49040
C -1.32201 0.25713 -0.30343
O -0.95512 0.42440 -1.66922
C -1.15637 -0.90184 -1.19133
C 0.04250 -1.81217 -1.17186
H -0.61387 -1.02378 1.96158
H 0.56742 0.25169 2.60269
H 1.08877 2.22415 1.26189
H 0.83829 2.00109 -0.48766
H -0.39402 2.81246 0.47426
H -2.34457 0.58405 -0.09405
H -2.07405 -1.36137 -1.56659
H 0.93610 -1.27764 -0.84255
H 0.22656 -2.21313 -2.17461
H -0.12631 -2.65850 -0.49619
H 3.00026 0.11901 0.14267
H 2.37450 -0.03362 0.51507
*
```

---

12.
Below is C6H12O as an isolated structure, with properties calculated with ωB97M-V/def2-TZVPD.

For the total energy, the calculation gives -310.85621 a.u. The highest occupied orbital energy is -8.197 eV. As for the energy relative to the best compared isomer or geometry (same formula, charge and spin): 127.4 kcal/mol. The calculation puts the HOMO-LUMO gap at 0.337 hartree.

Structure (ORCA input):
```
! RIJCOSX wB97M-V def2-TZVPD def2/J DEFGRID3
* xyz 0 1
C -1.34175 -0.41933 -1.76521
O -1.15917 0.33809 -0.49861
C 0.63913 -1.27189 0.09935
C 1.62220 -0.14252 0.19792
C 1.29428 -0.22857 1.73006
C 0.20355 -1.19176 1.34970
C -1.10953 1.90799 -0.15070
H -1.57354 -1.45615 -1.43195
H -0.42383 -0.49690 -2.39636
H -2.21509 -0.16387 -2.39782
H 0.67972 -2.12234 -0.55811
H 2.62924 -0.40915 -0.12880
H 1.35561 0.79598 -0.31225
H 1.08642 0.68363 2.28323
H 2.00427 -0.85173 2.29457
H -0.32002 -1.91517 1.95648
H -0.81020 2.43343 0.85084
H -0.40789 2.35293 -0.84891
H -2.15341 2.15734 -0.27342
*
```